1.
# CH7FN3P

2 unconnected molecules or ions with the total composition CH7FN3P (ωB97M-V with the def2-TZVPD basis set, OMol25).

## Properties
2S+1: 1
DFT total energy in Ha: -647.71865
LUMO energy in eV: -0.3
Maximum force in eV/Å: 3.1
Molecular weight in g mol⁻¹: 111.1
Energy relative to the best compared isomer or geometry (same formula, charge and spin) in eV: 2.7642
Kohn-Sham gap in eV: 8.134
Charge: 0
Highest occupied orbital energy in eV: -8.40

Last columns: bonded neighbours and bond lengths (Å).
Element x y z (Å)
1 C 1.29033 -0.26131 3.18952  N2 1.394, H5 1.085, H6 1.160, H7 1.116
2 N 0.36041 -0.23700 2.15073  C1 1.394, P3 1.565
3 P 0.09786 0.77174 0.98385  N2 1.565, F4 1.621
4 F -1.29315 0.17233 0.40736  P3 1.621
5 H 2.10139 -0.97718 3.10521  C1 1.085
6 H 1.87872 0.73843 3.18975  C1 1.160
7 H 0.76165 -0.55365 4.12744  C1 1.116
8 N -1.08332 -0.60599 -3.04598  N9 1.523, H10 1.015, H11 1.008
9 N -0.53961 0.76246 -2.65666  N8 1.523, H12 1.034, H13 1.089
10 H -0.65037 -1.22644 -2.36933  N8 1.015
11 H -0.80565 -0.65558 -4.01414  N8 1.008
12 H -0.94296 0.77869 -1.70488  N9 1.034
13 H -1.17530 1.29352 -3.36287  N9 1.089

=====

2.
# C3H7NS2

A single C3H7NS2 molecule (ωB97M-V with the def2-TZVPD basis set, OMol25).

## Properties
2S+1: 1
DFT total energy in Ha: -969.52327
LUMO energy in eV: -0.2
Maximum force in eV/Å: 5.6
Molecular weight in g mol⁻¹: 121.2
Energy relative to the best compared isomer or geometry (same formula, charge and spin) in eV: 3.1034
Kohn-Sham gap in eV: 8.425
Charge: 0
Highest occupied orbital energy in eV: -8.65

Last columns: bonded neighbours and bond lengths (Å).
Element x y z (Å)
1 C -0.79612 0.73274 0.71927  C2 1.493, H7 1.172, H8 1.015, H9 1.251
2 C -0.00099 0.22312 -0.43649  C1 1.493, N3 1.423, C4 1.549, H10 1.142
3 N -0.58448 -1.04865 -0.69739  C2 1.423, H11 1.043, H12 1.172
4 C 1.45862 0.34159 0.06819  C2 1.549, S5 1.635, S6 1.843
5 S 2.61274 1.49400 -0.04932  C4 1.635
6 S 1.82105 -1.33060 0.75198  C4 1.843, H13 1.470
7 H -1.88180 1.04774 0.41100  C1 1.172
8 H -0.45379 1.48510 1.30786  C1 1.015
9 H -0.84968 -0.03409 1.70675  C1 1.251
10 H -0.37208 0.97286 -1.21411  C2 1.142
11 H 0.00494 -1.33545 -1.50817  N3 1.043
12 H -1.65759 -0.70119 -1.01457  N3 1.172
13 H 0.69918 -1.84717 -0.04499  S6 1.470